# 1
{"formula": "C30H80N6O13", "method": "ωB97M-V with the def2-TZVPD basis set", "elements": ["H", "H", "H", "C", "H", "C", "C", "H", "C", "O", "H", "C", "H", "H", "H", "H", "H", "C", "H", "C", "C", "H", "H", "H", "O", "H", "H", "H", "H", "C", "C", "H", "H", "H", "H", "C", "O", "H", "H", "H", "H", "H", "C", "O", "H", "C", "H", "N", "C", "H", "H", "H", "H", "C", "H", "H", "H", "H", "H", "H", "H", "H", "H", "H", "H", "N", "O", "H", "H", "H", "H", "H", "H", "H", "H", "O", "O", "H", "O", "C", "O", "H", "H", "O", "C", "H", "C", "N", "C", "C", "N", "C", "O", "C", "H", "H", "H", "H", "H", "N", "H", "H", "H", "C", "H", "H", "H", "C", "N", "H", "H", "H", "H", "H", "H", "O", "C", "O", "H", "C", "H", "C", "H", "H", "H", "C", "C", "H", "C"], "coordinates": [[-3.770, 5.334, 4.878], [-4.710, 4.134, 3.933], [3.583, -4.849, -0.978], [-0.074, 3.301, -5.605], [5.492, -2.717, 2.019], [-1.828, -2.001, -3.653], [4.365, -4.103, -0.837], [0.824, 1.371, -5.626], [-1.996, -2.448, 5.397], [0.527, -2.511, -1.252], [-1.603, -1.733, 3.018], [5.826, -0.122, 1.424], [-1.706, -6.313, 4.595], [-3.372, 2.459, 5.135], [-2.948, 1.131, 1.246], [1.612, 2.203, -4.696], [1.590, 4.222, -6.618], [-0.878, -6.676, 3.986], [-2.354, 3.566, 5.864], [2.462, 0.783, -1.564], [-3.898, 4.860, 3.905], [1.527, 1.609, -9.035], [-3.369, 2.450, 0.093], [0.046, 4.802, -7.087], [5.419, 1.207, 0.997], [5.858, -0.221, 2.509], [-0.002, 4.057, -4.824], [-2.244, -0.113, -0.865], [5.807, 3.141, 0.957], [6.254, 2.235, 1.365], [0.566, 3.890, -6.794], [4.608, -1.054, -0.170], [-1.142, -4.229, 0.491], [2.217, 1.889, -7.436], [6.834, -0.391, 1.111], [-3.872, 5.717, 2.640], [1.662, 1.464, -2.466], [-0.979, 2.606, 1.180], [0.320, 3.920, -1.916], [6.399, 2.428, 2.428], [-3.167, -4.742, 1.070], [3.354, -3.172, 0.810], [-3.430, 5.468, 0.192], [1.181, -1.749, 0.663], [-0.787, -2.319, -3.583], [5.366, -5.614, -2.357], [6.214, -6.298, -2.379], [0.317, -1.975, -0.194], [-3.111, -2.831, 1.885], [-0.085, -5.951, 4.173], [-4.192, 6.213, -0.037], [2.487, 1.511, -0.753], [-3.062, 6.445, 2.665], [-3.304, -0.093, -3.242], [-1.096, 2.998, -5.833], [-2.056, -1.931, -4.716], [-1.868, 4.514, 3.732], [-4.110, -0.826, -3.197], [-4.778, 6.321, 2.595], [3.963, -0.984, 1.563], [-0.803, 0.743, -4.577], [-1.328, 1.380, 5.644], [-0.128, 0.342, -2.096], [-0.731, 2.152, -3.410], [6.238, -2.632, 0.537], [5.371, -2.505, 1.039], [-3.779, 4.905, 1.442], [7.262, 2.207, 0.951], [4.536, -4.424, 1.361], [-3.612, 4.818, -0.664], [0.793, -0.288, -3.464], [-2.468, -1.505, 5.673], [5.179, -5.205, -3.350], [-4.193, -2.937, 1.965], [-2.870, -4.799, 2.638], [0.428, 2.868, -7.751], [-1.311, -6.721, 2.636], [2.200, 3.300, -8.507], [5.510, -4.764, -1.203], [1.695, 2.364, -8.267], [-2.612, -3.005, 4.291], [-3.746, -0.053, -0.376], [-0.008, 0.255, 2.481], [-0.937, 2.552, -0.969], [0.177, 0.785, 3.415], [-0.638, 1.094, 0.459], [-1.243, 1.991, 0.320], [0.648, 2.135, -4.989], [0.561, 0.613, -2.896], [4.341, -3.610, 0.662], [-2.697, 3.940, 3.784], [-1.089, -4.565, 1.526], [-0.837, -1.517, -0.078], [0.069, 3.570, -0.915], [-3.202, -1.297, 3.287], [-0.344, 4.439, -0.404], [-2.513, 6.055, 0.145], [-2.454, -2.776, -3.210], [3.442, 0.632, -2.015], [-2.609, -4.310, 1.793], [-0.985, -6.536, 0.653], [2.076, -0.126, -1.103], [-2.821, 1.865, -2.401], [-2.588, -2.185, 3.135], [-2.032, -3.190, 6.194], [-2.898, 3.404, 2.951], [-3.366, 0.385, -4.219], [-2.721, 1.595, 0.286], [-3.030, 0.518, -0.801], [0.315, -0.071, 4.075], [0.929, 3.177, -0.372], [0.965, 1.538, 3.380], [-4.532, 1.259, -2.043], [4.250, -3.215, -1.458], [-2.814, -2.261, 1.005], [-1.061, 1.404, 3.611], [-1.207, 2.107, 4.840], [-2.072, -0.735, -3.010], [0.350, -6.216, 1.847], [4.815, -1.126, 0.897], [-0.618, -3.915, 2.263], [-0.698, -6.060, 1.591], [-0.307, 2.719, 4.775], [4.509, -6.286, -2.321], [-0.932, -2.318, 5.201], [-0.181, 1.384, -3.953], [-2.434, 2.980, 4.948], [-0.623, -7.632, 4.445], [-3.470, 1.031, -2.135]], "lumo_ev": [-12.758, -16.831], "s2": 0.7570, "homo_energy_ev": [-19.3, -19.3], "multiplicity": 2, "energy_ev": -67901.604, "charge": 5, "homo_lumo_gap_ev": [6.53, 2.46]}



# 2
{"formula": "C30H80O30S10", "method": "ωB97M-V with the def2-TZVPD basis set", "elements": ["O", "C", "C", "H", "S", "H", "H", "H", "H", "O", "S", "H", "C", "H", "H", "O", "H", "O", "H", "H", "H", "S", "H", "H", "H", "H", "H", "C", "H", "O", "O", "H", "H", "O", "H", "H", "H", "C", "O", "O", "O", "H", "H", "H", "H", "H", "O", "H", "H", "H", "H", "C", "H", "C", "S", "S", "H", "S", "C", "H", "C", "H", "H", "S", "O", "H", "C", "O", "H", "O", "C", "H", "H", "O", "O", "H", "C", "S", "C", "S", "H", "C", "H", "O", "C", "H", "O", "O", "H", "H", "H", "O", "C", "H", "O", "C", "H", "H", "C", "H", "H", "H", "C", "H", "H", "H", "C", "H", "O", "C", "H", "H", "H", "H", "H", "O", "H", "C", "H", "H", "H", "O", "H", "C", "H", "C", "H", "H", "H", "C", "H", "C", "O", "H", "C", "O", "H", "C", "H", "C", "O", "C", "O", "H", "H", "O", "S", "H", "O", "H"], "coordinates": [[-0.740, 0.665, 3.838], [3.150, -4.824, 2.372], [1.583, 5.694, -0.846], [0.787, 3.557, 5.041], [2.300, -7.414, -3.041], [-0.119, -3.352, -3.391], [-2.664, -9.353, 3.257], [-1.939, 8.988, -4.035], [2.745, 8.330, -1.245], [0.643, 2.449, 2.739], [-3.494, -0.482, -0.403], [1.280, -1.593, 3.939], [-3.256, 2.217, 2.380], [-0.530, 0.345, 0.841], [-1.337, 1.573, -1.219], [1.867, -4.404, 2.438], [1.926, -7.123, 3.355], [-0.051, 1.827, -5.991], [1.355, -7.892, -0.837], [1.412, 4.609, 1.136], [-2.595, -4.170, 0.175], [-3.853, 7.385, -3.910], [4.261, -2.078, 3.835], [3.711, 8.219, -2.613], [-0.920, 3.321, 4.957], [1.796, 4.778, -1.397], [-2.300, 2.891, -7.213], [2.328, -7.577, -1.212], [-3.998, 4.523, -7.583], [2.002, -2.296, -1.067], [-0.295, -4.256, 3.676], [2.654, 0.025, 5.793], [-3.488, -9.123, 1.724], [0.872, 6.625, -1.576], [5.545, -2.921, 4.661], [-2.411, 3.733, -5.539], [-5.756, 0.272, -0.422], [-2.421, 8.337, -4.765], [-2.529, -0.734, -1.426], [1.881, -4.622, 4.936], [-3.056, 0.884, 0.465], [0.216, 4.954, -4.249], [-2.479, 4.965, -8.302], [-2.949, 5.894, -6.871], [-4.719, 0.795, 1.800], [4.045, -3.148, 1.075], [3.410, -6.629, -3.542], [-0.635, 2.788, -0.245], [3.670, -0.044, 3.458], [-3.266, -6.948, 3.550], [-2.864, 8.964, -5.539], [-0.258, -2.341, 0.520], [2.876, 2.101, 2.292], [-0.383, 1.877, -0.789], [-1.922, -6.518, 0.522], [1.039, -4.862, 3.794], [2.593, -6.623, -0.756], [0.314, 3.220, -5.866], [-2.594, -4.849, 1.027], [-1.937, -4.409, 1.777], [-3.680, 5.364, -2.190], [0.754, 6.157, 1.142], [-1.104, 3.651, -4.068], [0.311, 1.671, 3.898], [5.972, 0.069, 5.307], [-0.632, -1.826, 1.406], [-2.629, 4.599, -1.415], [5.575, 0.148, 2.779], [-4.375, -9.137, 3.334], [-0.795, 4.134, -6.694], [-3.009, 4.917, -7.350], [1.024, 0.221, 6.390], [0.297, 2.043, -1.625], [-4.586, 6.548, -4.920], [1.617, 3.739, -6.225], [2.235, 9.330, -2.627], [0.190, 0.796, 0.158], [6.329, -0.630, 4.057], [5.340, -2.233, 3.841], [1.355, -1.567, 0.018], [0.217, -7.066, 4.037], [-4.042, 1.517, 1.343], [-1.831, 5.221, -1.009], [-1.991, -7.230, 1.998], [0.005, 2.829, 5.257], [0.653, -5.187, -1.651], [1.948, -8.721, -3.657], [-4.632, 8.274, -3.119], [-3.031, 1.552, 3.213], [-0.879, -2.229, -0.369], [-5.474, -0.829, -1.769], [0.810, -0.221, -0.703], [0.856, 5.289, 0.491], [0.071, 2.365, 6.241], [-2.984, 6.333, -2.956], [4.349, 0.746, 3.136], [0.636, -6.883, 2.300], [-4.112, -6.973, 1.999], [-3.491, -8.832, 2.775], [-3.540, -4.971, 1.554], [3.526, 1.030, 1.142], [0.577, 3.369, -3.466], [-2.169, 3.783, -6.600], [2.533, 6.132, -0.542], [4.460, 2.421, 1.739], [-1.151, -4.826, -3.394], [-0.142, -4.434, -3.519], [5.683, -2.615, 2.879], [2.449, 5.900, -3.472], [-5.054, 0.009, -1.213], [1.868, -4.749, -2.719], [4.438, 1.352, 4.038], [-4.724, 2.188, 0.820], [-0.162, -3.413, 0.688], [3.390, -4.406, 0.152], [-2.836, -7.150, -0.416], [-4.717, 0.819, -1.859], [3.807, 1.598, 2.029], [-4.328, 4.723, -2.788], [0.934, 1.242, 0.817], [-1.753, 7.705, -5.349], [-0.509, -6.319, 0.156], [1.516, -2.103, 5.549], [2.670, 8.375, -2.331], [3.155, -8.242, -0.965], [-0.049, 3.898, -4.185], [-2.088, 3.836, -1.975], [0.046, -1.395, 5.238], [-0.168, 5.001, 0.254], [0.908, -5.266, -2.708], [-3.794, 3.103, 2.717], [0.938, -6.664, 3.325], [0.571, 7.613, -3.849], [4.856, -4.537, 1.117], [3.816, -4.211, 1.136], [-3.740, -1.581, 0.567], [-4.313, 5.915, -1.495], [1.609, 0.062, 5.485], [-2.274, 2.561, 2.054], [1.096, -1.282, 4.967], [2.117, -1.149, 1.221], [-3.286, -7.407, 2.562], [7.678, -0.735, 3.642], [-3.056, 4.038, -0.583], [0.150, -4.539, -4.564], [1.693, 1.028, 4.484], [1.609, 7.019, -2.994], [3.717, -4.441, 3.220], [0.885, -6.564, -3.185], [3.389, -5.888, 2.368]], "lumo_ev": [-2.551, -9.823], "s2": 0.7545, "homo_energy_ev": [-12.1, -12.1], "multiplicity": 2, "energy_ev": -202165.520, "charge": 1, "homo_lumo_gap_ev": [9.52, 2.25]}



# 3
{"formula": "C30H81BN4O11P", "method": "ωB97M-V with the def2-TZVPD basis set", "elements": ["C", "H", "H", "C", "H", "C", "H", "H", "C", "H", "H", "H", "C", "P", "H", "N", "O", "C", "C", "H", "H", "C", "C", "O", "H", "O", "H", "O", "O", "C", "H", "H", "H", "C", "H", "H", "C", "H", "H", "H", "H", "C", "H", "H", "H", "H", "H", "H", "O", "H", "H", "N", "O", "C", "B", "H", "H", "C", "H", "H", "H", "H", "O", "H", "C", "H", "H", "C", "H", "H", "H", "H", "C", "H", "H", "H", "N", "C", "H", "H", "H", "H", "H", "H", "H", "H", "H", "H", "C", "C", "C", "N", "H", "H", "C", "H", "O", "H", "H", "C", "H", "C", "H", "H", "H", "H", "C", "H", "H", "H", "C", "H", "H", "H", "C", "H", "C", "H", "C", "O", "H", "H", "O", "H", "H", "H", "H", "H"], "coordinates": [[-6.224, 3.856, 0.504], [4.075, -6.981, 6.898], [-3.229, 6.031, 2.180], [2.649, -1.524, -2.066], [-4.032, 7.709, 0.030], [3.650, -6.184, 7.514], [-2.814, 7.752, 1.971], [-1.020, 1.837, -3.500], [-4.499, -0.749, -0.732], [1.086, -3.001, 5.709], [-5.955, -4.192, 4.891], [2.572, 0.735, 0.488], [3.595, 0.218, 0.732], [-2.459, 1.755, -3.516], [5.168, 0.832, -0.851], [-3.431, -1.633, -1.370], [6.949, 2.002, -3.494], [0.008, -1.686, -2.205], [-4.274, 0.710, -1.447], [0.534, -1.308, 0.996], [8.288, -2.049, 1.770], [7.375, -1.957, 1.176], [-5.171, 2.050, -1.151], [-7.005, -2.677, 3.978], [2.119, -2.339, 3.037], [7.700, -1.504, -0.125], [-4.390, -0.381, 1.921], [-2.906, 1.279, -4.990], [-5.213, -0.950, 1.857], [6.340, 3.501, 0.390], [5.061, 5.584, -5.189], [-1.611, -2.730, -3.514], [8.292, -2.167, -0.519], [0.763, -0.768, 2.026], [6.373, 3.865, -1.514], [-0.080, -0.994, 2.806], [3.071, 2.658, -4.957], [6.871, -2.925, 1.111], [8.350, 0.523, -3.776], [-7.320, 3.402, 0.580], [-6.194, -2.344, 3.557], [3.353, -0.022, -1.986], [3.376, -2.145, 0.904], [-2.485, -3.112, -0.449], [-5.467, -2.582, -2.758], [2.275, -3.341, 6.993], [4.950, -1.081, -0.699], [-2.220, 6.535, 0.799], [-4.220, 7.001, 0.670], [2.452, 0.740, -1.803], [-7.236, -2.869, 2.041], [-3.451, -2.916, -0.846], [4.303, -4.962, 7.222], [2.216, -1.212, 2.657], [-5.596, -1.190, 0.434], [0.801, 0.407, 1.863], [-7.878, -3.810, 0.445], [1.391, -1.481, -3.122], [3.745, -2.005, 5.852], [4.900, 7.225, -4.490], [7.365, 3.123, 0.414], [2.124, 3.005, -5.377], [3.028, 1.252, -4.789], [-5.992, 4.514, 1.456], [-5.193, 2.542, 0.412], [-3.473, 4.117, 0.529], [1.317, -0.444, -3.700], [4.363, 6.388, -4.942], [0.066, -2.713, -1.605], [2.444, -0.544, 3.609], [-3.740, 3.161, 2.137], [4.263, 0.938, 1.411], [-8.092, -0.925, 0.727], [3.858, 5.613, -3.239], [2.575, -3.901, 5.319], [-5.783, -4.449, -2.861], [-6.978, -1.778, 0.140], [7.823, 1.024, -2.961], [2.586, -6.081, 7.289], [6.317, 1.538, -4.069], [3.898, 0.284, -2.992], [-7.815, -0.507, 1.804], [-4.486, -3.734, -4.028], [4.455, -1.302, 2.226], [-5.677, 1.736, 1.137], [-2.870, 2.277, 0.600], [6.708, -1.233, 1.649], [7.248, 0.297, -2.383], [-1.302, -1.640, -3.212], [-3.051, 6.822, 1.448], [2.150, -3.104, 5.934], [-3.110, 0.466, -2.411], [-8.319, 0.038, 0.067], [-6.192, 4.527, -0.455], [-3.737, -3.976, -1.886], [3.409, -2.328, -2.477], [6.185, 4.379, -0.710], [-3.072, 3.032, -3.206], [2.263, -1.793, -0.973], [-7.042, -3.093, 0.902], [-9.061, -1.590, 0.895], [-2.542, -0.953, -2.388], [-4.109, -4.937, -1.284], [-2.760, -4.346, -2.460], [-1.094, -0.941, -4.156], [2.887, 0.864, -5.669], [4.392, -0.027, -0.681], [-6.289, 1.893, -1.480], [-4.746, 2.926, -1.803], [-7.505, -3.749, 5.652], [-4.938, -3.610, -2.941], [3.895, 2.921, -5.624], [6.135, 4.049, 1.313], [3.229, 3.127, -3.983], [3.460, -1.191, 1.578], [8.548, 1.514, -2.308], [-3.692, 3.038, 0.957], [3.866, 6.728, -5.854], [-6.613, -3.361, 5.154], [2.803, -1.882, 5.642], [5.245, -5.084, 7.432], [-5.992, -3.634, 0.790], [3.387, 5.907, -4.037], [3.775, -6.421, 8.573], [1.381, -2.383, -3.895], [-6.096, -2.670, 5.823], [0.010, -0.821, -1.415], [5.636, 2.671, 0.297]], "lumo_ev": -3.359, "homo_energy_ev": -11.2, "energy_ev": -70850.158, "charge": 1, "homo_lumo_gap_ev": 7.84}